C19H36AsCl2F6IrN5Si as an isolated structure in a non-equilibrium geometry. Source: the OMol25 dataset; level of theory: ωB97M-V with the def2-TZVPD basis set.

Each line ends with the Löwdin charge.
Atoms and positions in Å:
1 Ir -0.149 -0.051 0.384  1.4627
2 As 1.098 0.853 -3.553  0.7347
3 Cl -1.769 2.878 2.789  0.7853
4 Cl -4.057 -1.416 0.405  0.7828
5 Si -2.517 1.997 -0.712  0.3996
6 F 2.430 -0.101 -2.982  -0.2349
7 F -0.293 1.771 -3.901  -0.2014
8 F 1.753 0.996 -5.100  -0.1792
9 F 0.397 0.650 -1.825  -0.4142
10 F 0.259 -0.607 -3.883  -0.2215
11 F 1.883 2.236 -2.920  -0.2174
12 N 1.559 1.425 0.903  -0.1443
13 N 1.691 -1.421 -0.451  -0.1340
14 N -0.071 -0.114 2.755  -0.1347
15 N -2.048 0.847 0.590  -0.1880
16 N -0.903 -2.244 0.247  -0.1614
17 C 3.137 -1.340 -0.152  -0.1884
18 C 3.514 -0.164 0.731  -0.1491
19 C -4.070 2.881 -0.183  -0.1557
20 C -4.578 -0.625 2.916  -0.0935
21 C 1.186 0.508 3.204  -0.1864
22 C -0.247 -2.798 -0.955  -0.1795
23 C -0.315 -1.445 3.360  -0.1745
24 C -3.791 -0.409 1.799  -0.5748
25 C -0.803 -3.087 1.461  -0.1782
26 C -2.798 0.970 -2.235  -0.1631
27 C -1.181 3.282 -0.929  -0.1653
28 C 0.205 -2.593 2.499  -0.1638
29 C 2.907 1.176 0.322  -0.1681
30 C -2.870 0.645 1.715  -0.4432
31 C -3.624 1.311 3.947  -0.0849
32 C 1.548 1.715 2.350  -0.1891
33 C -2.839 1.506 2.824  -0.6015
34 C -4.489 0.231 4.000  -0.0578
35 C 1.255 -2.784 -0.778  -0.1889
36 H 3.247 -0.384 1.766  0.0897
37 H 1.124 -2.271 1.996  0.0926
38 H -3.592 0.233 -2.077  0.0187
39 H 2.519 2.096 2.675  0.1343
40 H -1.881 -2.088 0.041  0.0066
41 H 2.819 1.248 -0.762  0.1026
42 H -1.793 -3.127 1.920  0.1185
43 H 1.731 -3.144 -1.692  0.1429
44 H 3.687 -1.279 -1.092  0.1260
45 H 1.100 0.840 4.242  0.1371
46 H 1.546 -3.452 0.036  0.1171
47 H -3.096 1.640 -3.051  0.0539
48 H 4.601 -0.076 0.704  0.1278
49 H -3.564 2.016 4.767  0.1167
50 H -4.526 3.384 -1.042  0.0479
51 H 1.182 2.231 0.411  0.0992
52 H 0.463 -3.434 3.146  0.1260
53 H -0.541 -4.106 1.165  0.1265
54 H -3.836 3.647 0.565  0.0327
55 H -0.898 3.718 0.036  0.0143
56 H -0.589 -3.815 -1.154  0.1343
57 H 0.811 2.492 2.530  0.0678
58 H -1.886 0.458 -2.547  -0.0027
59 H -1.392 -1.551 3.511  0.1220
60 H 3.574 1.978 0.646  0.1276
61 H -4.822 2.209 0.248  0.0406
62 H 1.962 -0.252 3.170  0.1043
63 H 0.154 -1.484 4.345  0.1262
64 H -0.521 -2.176 -1.811  0.1168
65 H -0.837 0.502 2.998  0.0437
66 H -5.279 -1.451 2.922  0.1159
67 H 1.563 -0.871 -1.299  0.0452
68 H -5.115 0.075 4.870  0.1199
69 H 3.445 -2.259 0.347  0.1231
70 H -1.598 4.083 -1.551  0.0561
71 H -0.295 2.900 -1.442  -0.0002

Its total charge is +1. Its multiplicity is 5. The value obtained for the LUMO energy (alpha / beta) is -2.26 / -5.21 eV. As for the HOMO-LUMO gap (alpha / beta): 8.532 / 7.009 eV. As for the expectation value of S²: 6.014.